C8H10N2O2S in the gas phase at a distorted geometry, computed with ωB97M-V/def2-TZVPD.

XYZ file:
```
23
Properties=species:S:1:pos:R:3:nbo_charge:R:1
C -1.145 2.199 -0.075 -0.649
C -1.385 0.717 -0.053 0.404
N -1.982 0.370 -1.372 -0.638
C -1.813 -0.825 -1.930 0.689
O -2.287 -1.126 -2.988 -0.601
C -1.038 -1.848 -1.052 -0.529
C -0.002 -1.469 -0.079 -0.350
S 1.624 -1.301 -0.920 0.235
C 2.441 -0.842 0.595 -0.630
C 1.713 0.187 1.492 0.168
N 0.509 0.429 1.520 -0.422
C -0.392 -0.226 0.722 0.308
O -1.793 -0.008 1.053 -0.466
H -1.860 2.615 -0.839 0.206
H -1.531 2.452 0.929 0.244
H -0.068 2.290 -0.249 0.243
H -2.444 1.182 -1.991 0.422
H -1.758 -2.535 -0.417 0.256
H -0.555 -2.517 -1.814 0.251
H 0.141 -2.181 0.652 0.212
H 3.452 -0.667 0.440 0.242
H 2.359 -1.743 1.194 0.228
H 2.329 0.589 2.244 0.177
```

- Max |F|: 4.811 eV/Å
- ΔE to the lowest compared entry with this formula, charge and spin: 67.74 kcal/mol
- Charge: 0
- SMILES string: C[C@@]12NC(=O)C[C@H]3SCC=N[C@]31O2
- Gap between HOMO and LUMO: 9.58 eV